# 1
DFT (ωB97M-V/def2-TZVPD) results for a cluster of 2 separate species, C7H19B3NO6 in total.

Properties
Relative energy (zero: lowest compared OMol25 entry of this formula, charge and spin) in kcal/mol: 63.5
Net charge: +1
LUMO level in eV: -4.86
2S+1: 1

XYZ file:
```
36
Properties=species:S:1:pos:R:3:forces:R:3
H 0.4129 -2.3339 1.4062 0.8 1.5 0.5
H -2.0601 0.0986 2.4790 0.8 -0.7 1.2
H -0.9581 -1.3966 -0.0536 0.2 1.7 0.0
C -0.6612 -0.2796 -0.0974 0.9 0.0 0.2
O 0.0820 1.0595 -4.2559 2.0 -1.8 3.4
H 1.6175 -0.0247 0.0734 -1.3 -0.1 1.0
H 2.4917 2.3707 -3.1797 -1.5 0.9 0.0
H -1.8266 0.0201 5.6402 -1.0 0.3 -1.3
C 0.6291 -1.1090 3.2650 1.5 -2.7 1.9
C -1.6359 -0.3952 3.4231 -1.6 0.4 0.6
C -2.4461 0.1906 4.6981 0.0 0.0 -1.0
O -0.2311 -0.0160 3.6277 0.8 -2.5 -1.3
H 0.0434 -4.2258 -1.7448 -0.1 0.1 -0.2
O -0.5486 1.5899 -1.9294 2.8 -2.6 -1.6
H 0.6908 0.8309 1.4026 -0.1 -1.5 -0.9
B 0.5538 -0.2527 -3.8335 -1.2 1.9 -0.8
H 1.3061 -0.7817 -4.5940 -0.3 -0.5 0.4
H 1.4296 3.6690 -4.0025 0.2 -1.3 1.2
H -3.4872 -0.2993 4.7820 1.7 0.7 -0.1
C 0.7152 -0.1295 0.7801 0.4 -0.3 -0.5
B 0.3140 1.8822 -3.0575 -1.2 0.6 -0.9
C 1.5109 2.9776 -3.0769 -0.1 -0.2 -0.1
B -0.3275 0.2057 -1.6296 -1.7 0.6 2.0
O -0.1601 -3.6978 -2.5492 -0.2 -0.4 0.2
H -1.4236 0.3913 0.4192 0.7 -1.2 -1.0
H -2.6186 1.3149 4.4992 0.4 -1.8 0.6
C 1.0151 -1.4011 1.7163 -0.6 1.1 0.2
H 2.1171 -1.6810 1.6168 -1.5 0.4 0.7
N 1.5766 3.7617 -1.7933 0.3 -0.5 -1.2
O 1.0931 -1.9080 4.1136 -2.0 3.5 -2.9
H -1.7776 -1.5288 3.3001 0.4 1.6 0.4
H 2.5677 3.9983 -1.6601 -0.9 0.4 0.1
H 0.9959 4.6007 -1.9224 0.7 -0.4 0.4
H -1.0128 -3.9743 -2.9539 0.2 0.1 0.1
H -0.1486 -2.7222 -2.3566 0.2 0.9 -0.1
O 0.1612 -0.8043 -2.5524 0.2 1.7 -1.0
```
Positions in Å, forces in eV/Å.

How positive or negative is each atom? The Löwdin charges in e answer that: atom 1 (H): 0.1135, atom 2 (H): 0.1050, atom 3 (H): 0.0972, atom 4 (C): -0.0624, atom 5 (O): 0.1743, atom 6 (H): 0.1143, atom 7 (H): 0.1398, atom 8 (H): 0.0905, atom 9 (C): -0.3572, atom 10 (C): -0.2190, atom 11 (C): -0.0706, atom 12 (O): -0.0912, atom 13 (H): 0.2049, atom 14 (O): 0.2497, atom 15 (H): 0.1336, atom 16 (B): -0.2133, atom 17 (H): 0.1194, atom 18 (H): 0.1348, atom 19 (H): 0.0870, atom 20 (C): -0.1677, atom 21 (B): -0.3913, atom 22 (C): -0.1433, atom 23 (B): -0.4338, atom 24 (O): 0.3352, atom 25 (H): 0.1048, atom 26 (H): 0.0888, atom 27 (C): -0.0858, atom 28 (H): 0.1253, atom 29 (N): -0.0278, atom 30 (O): 0.0794, atom 31 (H): 0.1354, atom 32 (H): 0.0718, atom 33 (H): 0.0798, atom 34 (H): 0.2073, atom 35 (H): 0.1497, atom 36 (O): 0.1218

***

# 2
DFT (ωB97M-V/def2-TZVPD) results for a structure of composition C7H19BCuF4Si2.

Properties
Net charge: -1
LUMO level in eV: 3.12
2S+1: 1

XYZ file:
```
34
Properties=species:S:1:pos:R:3:forces:R:3
H 1.1113 -1.2261 3.0013 0.2 0.1 0.1
H 0.2036 3.7958 -1.0105 -0.3 0.1 0.1
H 2.6341 1.2369 -3.1450 -0.1 0.1 -0.1
H -1.0229 -1.8116 -1.3978 0.1 0.0 -0.2
C -0.5230 1.0352 -2.6655 0.4 0.0 0.6
Si 0.3756 -1.1527 0.5937 -0.2 0.1 0.3
H 2.0207 -2.2146 -1.0386 0.0 0.0 -0.2
H 1.7309 -3.2704 0.3280 -0.2 -0.2 0.1
Cu -1.3043 1.2074 1.2526 0.6 -0.5 -0.4
H 0.0501 -2.5807 2.6577 0.0 -0.3 0.0
B -3.5339 -0.0941 3.1063 0.0 0.3 -0.1
C 2.4485 0.7252 -2.2016 -0.6 0.1 0.5
C 1.0856 3.2829 -1.3750 -0.1 -0.7 0.1
Si 0.8348 1.3753 -1.3587 -0.1 0.4 -0.1
H -0.6011 -0.0265 -2.8705 0.0 -0.3 -0.1
H 1.2925 3.6471 -2.3791 0.0 0.0 -0.2
H -1.4917 1.3752 -2.3174 -0.2 0.1 0.1
F -3.4144 -1.2372 2.3714 0.2 -0.7 -0.6
H -0.6207 -0.9884 2.8881 -0.2 0.1 0.1
C 0.2178 -1.5262 2.4605 0.0 0.1 -0.6
H 1.2025 1.1277 1.0384 0.2 0.1 0.1
F -2.8271 -0.1604 4.2734 0.5 0.0 0.7
H 2.3774 -0.3375 -2.4094 0.0 -0.2 0.0
H -2.0253 -1.2790 -0.0554 -0.2 0.1 0.1
C 1.8760 -2.2328 0.0373 -0.4 0.6 0.0
H 2.7985 -1.8942 0.4998 0.2 0.1 0.1
H -0.2995 1.5424 -3.6015 0.1 0.1 -0.1
H 3.3164 0.8756 -1.5655 0.2 0.0 0.2
F -4.8432 0.2370 3.3207 -0.7 0.3 0.0
H 1.9166 3.5754 -0.7422 0.2 0.0 0.2
H -1.3421 -2.8893 -0.0432 0.0 -0.2 0.1
C -1.1456 -1.8577 -0.3191 0.5 0.3 0.3
C 0.4333 0.7343 0.3640 -0.1 -0.5 -0.7
F -2.9315 1.0059 2.3029 -0.1 0.4 -0.1
```
Positions in Å, forces in eV/Å.

How positive or negative is each atom? The Löwdin charges in e answer that: atom 1 (H): 0.0215, atom 2 (H): 0.0089, atom 3 (H): 0.0138, atom 4 (H): 0.0056, atom 5 (C): -0.1936, atom 6 (Si): 0.4288, atom 7 (H): -0.0025, atom 8 (H): 0.0139, atom 9 (Cu): 0.4472, atom 10 (H): 0.0240, atom 11 (B): -1.2980, atom 12 (C): -0.1972, atom 13 (C): -0.2039, atom 14 (Si): 0.4282, atom 15 (H): 0.0035, atom 16 (H): 0.0122, atom 17 (H): 0.0163, atom 18 (F): 0.1518, atom 19 (H): 0.0025, atom 20 (C): -0.1787, atom 21 (H): -0.0242, atom 22 (F): 0.1466, atom 23 (H): -0.0019, atom 24 (H): 0.0136, atom 25 (C): -0.1965, atom 26 (H): 0.0143, atom 27 (H): 0.0161, atom 28 (H): 0.0155, atom 29 (F): 0.1456, atom 30 (H): 0.0119, atom 31 (H): 0.0231, atom 32 (C): -0.1797, atom 33 (C): -0.4607, atom 34 (F): -0.0279